54
Properties=species:S:1:pos:R:3:forces:R:3 method="wB97M-V/def2-TZVPD" lumo_ev=-0.15 smiles="C[N+](=O)[O-].C[N+](=O)[O-].ClCCl.ClCCl.ClCCl.ClCCl.ClCCl.ClCCl.ClCCl.ClCCl" total_charge=0 e_homo_ha=-0.40147 gap_ev=10.7774
C 6.78061 0.69095 -4.90034 0.814 0.221 0.324
N 7.90733 1.44322 -5.59166 -0.326 0.816 -0.877
O 8.14666 2.59526 -5.25621 -0.335 -0.929 0.312
O 8.47006 0.88244 -6.51769 -0.278 -0.144 0.673
H 5.99615 1.37898 -4.58515 0.127 0.048 -0.506
H 7.22867 0.32199 -3.97774 0.013 -0.269 -0.131
H 6.47677 -0.11731 -5.56556 -0.016 0.254 0.212
C -0.48035 -0.92375 -0.31780 -0.072 0.237 -0.322
N 0.86356 -0.59971 0.18623 1.065 -0.227 -1.285
O 1.76528 -0.53629 -0.61496 0.296 -0.216 -1.582
O 1.05424 -0.36311 1.32673 -0.744 0.323 3.023
H -0.79262 0.03037 -0.74233 -0.460 -0.111 0.142
H -1.09618 -1.26617 0.51381 0.050 0.087 -0.306
H -0.35346 -1.61874 -1.14785 -0.128 -0.086 0.332
Cl -6.94085 -6.22986 -4.36846 0.851 0.183 -0.093
C -5.20498 -5.84973 -4.26068 0.838 -0.093 0.517
Cl -4.77005 -4.99598 -2.73313 -0.321 -0.028 -0.454
H -4.57119 -6.73558 -4.21974 -0.669 -0.267 -0.053
H -4.81703 -5.26310 -5.09343 -0.698 0.215 0.089
Cl -2.54127 5.65956 -0.30725 0.473 0.744 0.456
C -1.38924 6.84368 0.43029 -0.086 0.229 -0.604
Cl -0.02046 6.01228 1.19132 -0.362 0.295 -0.024
H -1.01463 7.50489 -0.35109 0.127 -0.540 -0.205
H -1.89173 7.53438 1.10748 -0.151 -0.737 0.375
Cl -2.95179 -5.07104 3.77160 -0.117 0.069 -0.338
C -4.66602 -5.47830 3.91137 -0.064 -0.090 0.678
Cl -4.81596 -6.89036 5.05224 -0.299 0.820 -0.804
H -5.17080 -4.60379 4.32189 0.083 -0.333 0.303
H -5.12600 -5.67882 2.94374 0.396 -0.459 0.150
Cl 2.35563 0.83352 7.59368 -0.291 0.737 -0.435
C 2.20431 2.46893 6.82104 0.142 -0.761 -0.145
Cl 0.49376 3.08709 6.81393 1.505 -0.291 0.214
H 2.96894 3.05632 7.32939 -0.873 0.501 0.300
H 2.55280 2.38411 5.79174 -0.484 -0.191 0.060
Cl -3.95265 1.38158 -4.92781 -0.105 0.128 0.078
C -5.67453 1.38202 -4.47372 0.275 0.054 0.101
Cl -6.58665 0.28157 -5.50406 -0.156 -0.019 0.058
H -5.72787 1.04639 -3.43804 -0.126 0.054 -0.247
H -6.06850 2.39078 -4.59744 0.112 -0.228 0.024
Cl -6.64198 0.27619 2.18656 -0.168 0.411 -0.255
C -8.26305 0.53167 1.48245 -0.035 -0.706 0.420
Cl -8.57416 -0.72591 0.24232 -0.075 0.593 0.289
H -8.94208 0.37764 2.32108 -0.083 -0.022 -0.367
H -8.39913 1.53107 1.06920 0.371 -0.276 -0.090
Cl 7.46725 5.07029 -0.23286 -0.254 0.153 -0.253
C 6.32168 3.93594 0.49917 -0.423 0.454 -0.119
Cl 7.20502 2.69431 1.32287 0.239 -0.778 0.550
H 5.70735 4.48360 1.21385 0.169 -0.077 -0.102
H 5.68334 3.46589 -0.24895 0.262 0.242 -0.074
Cl 6.34856 -4.49875 1.50929 0.310 -0.172 -0.656
C 5.81513 -3.65700 2.95563 -0.234 -0.724 -0.016
Cl 7.18935 -3.26139 4.00182 -0.351 0.274 -0.106
H 5.23590 -2.80216 2.60657 0.314 0.087 0.528
H 5.20687 -4.41005 3.45667 -0.046 0.547 0.246

***

112
Properties=species:S:1:pos:R:3:forces:R:3 method="wB97M-V/def2-TZVPD" lumo_ev=-4.78 total_charge=+2 e_homo_ha=-0.41875 gap_ev=6.6182
Pt -0.20972 -0.57400 -0.06487 -1.257 -0.997 -1.641
C 8.91516 -11.08778 0.36316 -0.005 0.000 -0.024
O 7.83474 -10.91904 -0.54752 -0.021 0.050 0.007
C 7.09745 -9.79762 -0.45783 0.054 -0.056 0.002
C 7.32706 -8.77238 0.45801 -0.009 0.031 0.002
C 6.49590 -7.66434 0.46769 0.055 -0.031 0.051
C 5.43210 -7.55954 -0.41912 -0.091 0.081 0.001
C 5.22236 -8.58645 -1.34340 0.008 -0.029 -0.040
C 6.04181 -9.69116 -1.36738 -0.047 0.020 -0.025
C 4.56011 -6.38888 -0.35061 0.111 -0.127 -0.017
N 4.81489 -5.28232 0.31636 -0.045 0.062 -0.037
C 3.72793 -4.48324 0.10914 0.148 0.090 0.078
C 2.79828 -5.09882 -0.69262 -0.144 -0.180 -0.016
N 3.34458 -6.32876 -0.98111 -0.059 0.115 -0.042
C 1.53896 -4.51987 -1.02537 -0.004 -0.049 -0.054
C 0.55589 -5.12999 -1.82021 0.098 -0.040 0.062
C -0.63167 -4.48425 -2.03773 -0.085 0.063 0.009
C -0.83464 -3.23089 -1.46202 -0.094 -0.061 0.082
N 0.08274 -2.62272 -0.72317 0.355 0.107 0.126
C 1.27370 -3.23758 -0.50424 0.083 0.077 0.076
C 2.29006 -2.53992 0.27809 -0.316 -0.035 -0.126
N 2.00607 -1.28483 0.65809 0.290 0.206 0.367
C 2.88712 -0.61484 1.37080 0.124 -0.109 -0.078
C 4.12494 -1.15515 1.74843 -0.046 0.111 -0.019
C 4.43445 -2.43231 1.35873 -0.033 -0.101 -0.002
C 3.50242 -3.15774 0.59960 0.132 -0.009 0.021
H 9.36200 -12.04555 0.11791 -0.002 -0.003 0.008
H 8.55693 -11.10416 1.39418 0.006 -0.003 0.004
H 9.65873 -10.29823 0.23961 0.001 0.003 0.000
H 8.14323 -8.83160 1.16181 -0.002 0.012 0.012
H 6.66581 -6.86680 1.17831 0.002 -0.010 0.004
H 4.42736 -8.52227 -2.07788 -0.002 -0.015 0.006
H 5.89349 -10.48724 -2.08375 -0.002 -0.005 0.006
H 2.92884 -7.07157 -1.51506 0.013 -0.018 0.029
H 0.73007 -6.10678 -2.25337 0.007 0.001 0.001
H -1.41208 -4.92616 -2.64030 -0.008 0.007 0.007
H -1.77237 -2.70949 -1.59784 0.030 0.012 -0.007
H 2.61419 0.39841 1.64702 0.016 0.005 0.011
H 4.82282 -0.56033 2.32118 -0.018 0.000 0.025
H 5.37588 -2.89674 1.62100 0.006 -0.007 -0.031
C -0.24239 2.56882 -3.31774 -0.208 -0.077 -0.149
N -0.65732 1.60051 -2.28386 0.114 -0.038 -0.056
P -1.59499 1.94892 -0.93753 -0.541 -0.170 0.122
C -1.92853 3.70100 -1.04829 0.265 0.128 0.005
C -1.55595 4.54091 -0.00396 0.030 -0.050 -0.027
C -1.85350 5.89612 -0.06524 -0.004 0.021 -0.002
C -2.52362 6.40637 -1.16481 0.003 0.009 0.008
C -2.89639 5.57072 -2.21379 0.013 -0.030 -0.021
C -2.60173 4.22124 -2.15935 0.197 0.165 -0.020
C -3.27383 1.19945 -0.87309 -0.091 0.201 0.119
C -4.36940 2.07289 -0.89986 0.033 0.008 -0.029
C -5.66305 1.60838 -0.71957 -0.049 0.011 -0.009
C -5.90233 0.26241 -0.51017 -0.046 0.004 -0.005
C -4.83451 -0.62144 -0.47504 0.112 -0.050 -0.033
C -3.54074 -0.15942 -0.64419 0.241 0.311 -0.036
P -0.09256 -0.00272 -2.31236 1.083 0.868 1.375
C -0.71670 -0.64413 -3.87643 -0.348 -0.372 0.393
C -2.07734 -0.96300 -3.94021 0.061 -0.022 -0.015
C -2.65689 -1.28762 -5.15418 0.008 0.002 0.014
C -1.88020 -1.30001 -6.30664 0.003 -0.005 -0.003
C -0.52814 -0.99761 -6.24313 0.018 0.001 -0.008
C 0.06274 -0.67048 -5.03034 -0.042 0.033 -0.007
C 1.71784 0.05388 -2.47127 -0.063 -0.096 -0.231
C 2.38354 -1.11452 -2.84344 -0.020 0.000 -0.031
C 3.76484 -1.19658 -2.74289 -0.016 -0.001 0.030
C 4.49157 -0.10738 -2.28358 -0.017 0.005 0.040
C 3.83451 1.06218 -1.92353 0.007 -0.001 0.014
C 2.45267 1.13944 -2.00254 -0.034 0.009 -0.012
H -0.05008 3.54339 -2.87537 0.011 -0.022 0.004
H -0.99343 2.67199 -4.10030 -0.006 -0.014 -0.008
H 0.67936 2.21177 -3.77249 0.009 -0.019 -0.009
H -1.03297 4.14128 0.85644 -0.013 0.009 0.007
H -1.56044 6.55082 0.74390 -0.008 -0.005 0.009
H -2.75808 7.46137 -1.21048 0.001 0.002 -0.001
H -3.41846 5.97495 -3.07039 0.001 0.003 -0.001
H -2.89634 3.57109 -2.97484 -0.032 0.024 0.008
H -4.22796 3.13135 -1.05202 -0.113 -0.101 0.118
H -6.48522 2.31102 -0.73140 0.005 0.009 -0.023
H -6.91307 -0.09358 -0.36126 0.007 -0.013 -0.012
H -5.00631 -1.67588 -0.30162 0.015 0.010 0.022
H -2.70435 -0.83121 -0.56088 0.080 -0.246 0.019
H -2.68367 -0.94174 -3.04093 -0.016 0.040 -0.035
H -3.71112 -1.52426 -5.20536 -0.001 -0.005 0.003
H -2.33284 -1.54277 -7.25871 0.004 -0.016 0.000
H 0.07292 -1.00933 -7.14227 -0.002 0.001 -0.003
H 1.11523 -0.42686 -4.99457 0.002 0.026 -0.006
H 1.82342 -1.96744 -3.21340 0.013 -0.013 0.033
H 4.27297 -2.11106 -3.02065 -0.004 0.006 -0.025
H 5.56877 -0.16857 -2.20519 0.003 0.005 -0.021
H 4.40139 1.91588 -1.57603 -0.003 0.001 0.003
H 1.94866 2.04768 -1.69470 -0.008 0.013 0.019
N -0.78443 -1.13885 1.97993 0.158 0.480 -0.232
C -0.44283 -0.94814 3.07550 0.174 -0.176 -0.009
N -0.04688 -0.76552 4.29585 -0.052 -0.008 -0.004
C 0.32312 -1.89580 5.17112 0.012 -0.004 -0.009
C -0.58684 -1.91393 6.38871 0.012 0.033 0.025
C -0.54564 -0.56622 7.10765 -0.041 0.006 -0.075
C -0.94656 0.56336 6.15815 0.031 -0.034 0.031
C -0.06337 0.57071 4.91890 -0.082 -0.002 0.050
H 1.36343 -1.74765 5.47360 0.012 -0.019 -0.012
H 0.26137 -2.81592 4.59338 -0.013 0.015 -0.026
H -0.27312 -2.72028 7.05246 0.001 0.004 0.003
H -1.60976 -2.12986 6.06863 0.004 -0.038 0.005
H 0.46468 -0.38410 7.48729 -0.004 -0.005 0.024
H -1.21376 -0.58082 7.96785 0.021 0.006 0.019
H -0.86146 1.53190 6.65262 -0.022 0.001 -0.001
H -1.98980 0.43662 5.85675 -0.001 0.023 -0.011
H 0.96770 0.81854 5.18673 0.006 -0.001 -0.013
H -0.40620 1.29177 4.17821 0.002 -0.010 -0.015
C -0.62250 1.39111 0.43097 -0.140 0.005 -0.134
H 0.29488 1.98313 0.49809 -0.024 0.051 0.003
H -1.20444 1.46913 1.35134 0.043 -0.052 0.014

***

15
Properties=species:S:1:pos:R:3:forces:R:3 method="wB97M-V/def2-TZVPD" lumo_ev="-5.31 / -4.69" total_charge=+1 e_homo_ha="-0.48153 / -0.49660" gap_ev="7.7964 / 8.8207"
C 1.91005 -0.87703 -0.19024 1.830 -0.235 -2.909
C 1.81580 -1.64547 0.84115 -1.941 0.978 -0.079
C -1.15761 1.23398 -0.20024 -3.578 1.305 -1.134
C 0.71718 -0.16652 -0.62942 -1.512 1.205 -1.185
C 0.14275 0.84252 0.40452 1.754 2.103 -0.012
C -0.28781 -0.57422 0.43223 1.236 -0.908 1.287
N -1.68302 -0.16764 0.07230 -0.310 -0.508 -0.910
H 2.83849 -0.94123 -0.87370 -1.117 0.448 1.353
H 2.33459 -2.03009 1.67107 0.195 -0.683 0.836
H -1.91460 1.97829 0.30036 1.977 -1.179 -0.756
H -1.30778 1.32111 -1.31294 0.875 0.657 1.014
H 0.40656 0.10135 -1.71449 1.103 -0.851 1.839
H 0.66094 1.60175 1.06214 -0.219 -1.559 -0.714
H -2.31473 -0.00733 0.82563 -0.497 -0.841 1.059
H -2.16081 -0.66946 -0.68835 0.205 0.067 0.313

***

13
Properties=species:S:1:pos:R:3:forces:R:3 method="wB97M-V/def2-TZVPD" lumo_ev=-0.22 smiles="NC1=C(C=S)OCS1" total_charge=0 e_homo_ha=-0.28271 gap_ev=7.4693
N -0.52689 1.93032 -0.08208 -1.026 1.611 0.299
C 0.16785 0.80713 -0.11647 0.282 -0.389 -0.083
C -0.34295 -0.48207 -0.16984 -0.877 0.364 0.182
C -1.69496 -0.86214 -0.12873 0.514 0.226 -0.035
S -3.02956 0.11806 -0.04845 0.083 0.085 -0.006
O 0.62782 -1.45804 -0.32910 0.401 -0.334 -0.128
C 1.83485 -0.99501 0.20202 0.742 -0.385 -0.759
S 1.92266 0.80283 -0.17165 -0.154 -0.003 -0.046
H -0.06542 2.84838 0.08666 -0.618 -1.379 -0.243
H -1.58739 1.85333 -0.06818 1.433 -0.070 -0.026
H -1.84973 -1.93659 -0.16145 0.017 -0.100 0.002
H 1.85153 -1.10139 1.28122 0.080 -0.129 0.264
H 2.69218 -1.52480 -0.29395 -0.877 0.504 0.579

***

Energy above the lowest of the compared OMol25 structures with the same formula, charge and spin
In order: 27.48, 0.00, 191.22, 24.31
Unit: kcal per mole
Electronic energy
In order: -8167.49507, -3271.17409, -287.65151, -1081.75452
Unit: Eh